Formula: C12H14N2
Source: the OMol25 dataset
Level of theory: ωB97M-V/def2-TZVPD

XYZ file:
```
28
Properties=species:S:1:pos:R:3:forces:R:3
N -0.089868 -0.166192 -0.044300 2.72 1.72 -0.57
N -2.809554 0.730654 0.618504 2.15 4.04 3.47
C 4.034388 0.143254 0.094595 -1.32 0.76 1.08
C -0.424663 1.170353 -0.139283 -0.92 0.95 -0.07
C 3.434454 -1.139078 0.215079 0.65 -0.62 -1.96
C 0.691208 1.986811 -0.024373 0.12 -2.89 -1.00
C 1.322347 -0.239853 0.012966 -2.49 -4.76 -1.02
C 1.790048 1.009463 -0.050543 1.16 3.29 1.32
C 3.168283 1.244022 0.028321 1.45 -0.96 -1.61
C 2.130686 -1.463457 -0.083768 -0.79 1.36 1.64
C -2.156675 -1.248669 -0.607062 0.27 1.51 -0.40
C -1.899517 1.578179 -0.281641 0.87 -0.10 6.03
C -0.917630 -1.235730 0.270938 -1.46 -2.73 1.09
C -3.242064 -0.476547 0.153887 -1.85 -3.45 -1.42
H 1.849007 -2.586112 -0.196415 0.07 2.50 0.30
H 3.532800 2.195464 -0.341026 0.20 0.27 0.72
H 0.869146 3.037713 -0.106530 -0.50 0.34 -0.02
H -1.762939 -0.679280 -1.485239 -1.06 -0.57 0.09
H -2.484502 0.816902 1.659803 -0.86 -0.52 -2.89
H 4.070243 -1.978995 0.136794 1.08 -0.74 0.38
H -4.086793 -0.308845 -0.585678 0.43 -0.36 0.83
H -1.903466 2.560096 0.302502 -0.37 -0.80 -1.64
H -1.293630 -1.183817 1.336039 0.76 -0.23 -0.71
H -3.621066 -1.245382 0.969229 0.56 1.96 -1.26
H 5.127313 0.236758 0.136993 -0.62 0.04 -0.11
H -2.347118 1.572986 -1.205020 -0.59 0.37 -2.38
H -2.634430 -2.160272 -0.913107 0.53 -0.86 -0.17
H -0.346004 -2.170438 0.128342 -0.20 0.48 0.28
```
Positions in Å, forces in eV/Å.

Output
E_LUMO: 0.944 eV
2S+1: 1
Calculated total energy: -15649.0316 eV
Frontier orbital gap: 0.32260 Eh
ΔE to the lowest compared entry with this formula, charge and spin: 68.9 kcal per mole
HOMO: -7.835 eV
Structure (SMILES): c1ccc2c(c1)cc1n2CCCNC1